Entry 1:
13
Properties=species:S:1:pos:R:3:forces:R:3:lowdin_charge:R:1 method="wB97M-V/def2-TZVPD" charge=+1 homo_lumo_gap_ev=8.946 de_lowest_kcal_mol=137.7 e_tot_ev=-7229.76776
C -0.730 1.022 1.527 0.4 -0.1 -1.8 0.034
C -0.268 -0.151 0.662 1.4 1.2 -1.0 -0.137
C -0.015 -1.570 0.807 4.9 1.0 -3.1 0.040
C 0.471 0.649 -1.806 -3.2 0.3 0.9 0.104
N -0.480 1.857 0.606 -0.3 1.6 0.4 0.197
N -0.004 0.765 -0.250 0.8 -4.4 -2.8 -0.001
H -1.161 1.194 2.441 -0.8 0.4 2.2 0.107
H 1.099 -1.715 1.215 -2.0 0.8 -0.4 0.184
H 0.184 -2.044 -0.217 -1.3 0.1 1.5 0.140
H -0.608 -1.904 1.554 -2.2 -2.0 1.8 0.058
H 0.666 1.676 -2.011 0.7 0.4 -0.4 0.073
H -0.374 0.313 -2.522 0.7 0.7 1.8 0.126
H 1.221 -0.089 -2.004 0.9 0.0 0.8 0.075

=====

Entry 2:
72
Properties=species:S:1:pos:R:3:forces:R:3:lowdin_charge:R:1 method="wB97M-V/def2-TZVPD" homo_lumo_gap_ev=10.288 de_lowest_kcal_mol=56.3 smiles="COC(=O)OC.COC(=O)OC.COC(=O)OC.CO.CO.CO.CO.CO.CO" e_tot_ev=-46942.75136
C -0.261 2.115 4.603 -0.8 0.1 0.2 -0.014
O 0.169 0.940 3.827 0.2 1.4 0.7 0.019
C -0.706 0.297 3.072 -2.7 0.5 -1.1 -0.591
O -1.926 0.477 3.015 2.1 -0.2 0.6 0.085
O -0.059 -0.557 2.271 0.3 0.5 0.8 -0.005
C -0.821 -1.560 1.616 0.3 -0.7 -0.5 -0.044
H -1.123 2.670 4.232 -0.1 -0.7 -0.8 0.088
H 0.497 2.895 4.680 0.7 -0.8 -0.4 0.089
H -0.561 1.853 5.617 0.3 -0.5 -0.1 0.091
H -1.817 -1.716 2.029 0.3 0.1 0.2 0.095
H -0.176 -2.436 1.687 -0.4 -0.2 0.2 0.093
H -0.908 -1.365 0.547 -0.1 0.4 0.1 0.093
C -1.727 -7.368 -2.742 -1.4 -0.8 2.0 -0.088
O -1.138 -6.635 -3.778 0.7 0.4 -0.5 0.007
C 0.200 -6.718 -3.937 1.2 -0.9 0.3 -0.544
O 0.937 -7.405 -3.245 -0.9 1.3 -1.2 0.110
O 0.535 -5.934 -5.001 -0.1 -0.9 0.0 -0.022
C 1.918 -5.775 -5.466 -0.2 1.2 2.1 -0.014
H -1.792 -8.453 -2.831 0.5 0.0 -0.8 0.097
H -2.754 -7.043 -2.579 -0.1 0.3 -1.0 0.091
H -1.395 -7.235 -1.713 1.3 0.5 -0.3 0.094
H 2.228 -6.249 -6.397 -0.7 -0.3 0.3 0.094
H 2.587 -5.960 -4.625 0.1 -0.8 -0.2 0.088
H 2.008 -4.690 -5.516 -0.1 0.0 -0.7 0.087
C 3.032 3.789 -1.983 0.1 1.3 -0.9 -0.017
O 2.700 3.108 -3.249 0.0 0.7 0.9 -0.009
C 3.269 3.469 -4.424 3.2 0.6 0.8 -0.561
O 4.266 4.194 -4.580 -2.8 -1.2 0.4 0.090
O 2.720 2.709 -5.354 -1.6 0.0 1.7 -0.008
C 3.016 2.887 -6.691 0.2 0.1 -1.2 -0.062
H 4.043 4.195 -1.939 0.4 -0.9 -0.3 0.087
H 2.761 3.214 -1.098 0.2 -0.6 -0.7 0.090
H 2.492 4.730 -1.878 -0.7 -0.1 -0.5 0.084
H 4.024 2.494 -6.825 0.0 0.3 -0.7 0.107
H 2.858 3.913 -7.023 0.6 0.2 0.2 0.102
H 2.256 2.336 -7.245 0.3 -0.4 0.1 0.097
C -4.934 6.760 1.850 -1.1 0.2 -0.5 -0.162
O -4.981 7.370 0.567 0.5 0.4 -0.3 -0.137
H -5.775 6.069 1.792 0.3 -0.7 0.9 0.077
H -3.956 6.309 2.017 -0.2 -0.1 0.4 0.077
H -5.212 7.501 2.599 0.4 0.0 0.0 0.077
H -4.923 6.620 -0.029 0.0 0.2 -0.4 0.067
C -3.028 2.739 -3.099 -0.2 0.9 -1.6 -0.128
O -4.102 3.745 -3.159 0.8 -1.0 1.1 -0.139
H -2.474 2.904 -4.024 0.3 -0.4 0.0 0.068
H -2.280 2.851 -2.314 -0.6 0.6 0.4 0.071
H -3.371 1.705 -3.103 -0.4 0.2 0.1 0.070
H -4.215 4.004 -4.076 0.1 -0.1 0.1 0.060
C 2.954 -5.863 5.984 -0.1 -0.2 0.8 -0.175
O 2.373 -5.226 4.868 0.2 0.0 -0.6 -0.122
H 3.373 -5.104 6.645 -0.3 0.0 0.5 0.075
H 2.139 -6.452 6.405 0.4 -0.1 0.9 0.078
H 3.781 -6.555 5.828 -0.1 0.1 -1.0 0.076
H 1.468 -5.104 5.161 -0.1 0.3 -0.5 0.069
C 5.189 -2.081 0.762 -0.9 -0.2 0.4 -0.160
O 5.269 -3.461 1.121 0.8 0.1 -0.2 -0.129
H 4.825 -1.551 1.643 0.0 0.5 -0.2 0.074
H 6.123 -1.619 0.443 0.2 -0.6 0.2 0.076
H 4.478 -1.990 -0.059 -0.1 0.3 -0.1 0.070
H 4.492 -3.659 1.648 0.0 0.0 0.0 0.069
C -6.849 -5.278 2.604 0.2 -0.1 -0.7 -0.165
O -5.492 -5.630 2.884 -0.5 -0.1 0.1 -0.124
H -7.567 -5.470 3.401 0.2 0.0 0.3 0.073
H -6.932 -4.247 2.261 0.0 0.2 0.2 0.072
H -7.160 -5.883 1.752 0.1 -0.1 0.1 0.075
H -5.160 -5.079 3.597 -0.1 0.1 0.0 0.069
C 1.937 9.628 3.052 0.6 1.8 0.0 -0.213
O 1.356 8.465 2.645 -0.6 -2.4 -0.4 -0.106
H 2.520 10.104 2.265 0.1 0.1 -0.2 0.076
H 1.166 10.334 3.363 0.1 0.3 0.3 0.077
H 2.649 9.442 3.856 -0.3 -0.2 0.2 0.082
H 0.967 8.512 1.768 0.1 0.3 0.1 0.084

=====

Entry 3:
67
Properties=species:S:1:pos:R:3:forces:R:3:lowdin_charge:R:1 method="wB97M-V/def2-TZVPD" charge=-1 homo_lumo_gap_ev=9.956 de_lowest_kcal_mol=4.1 e_tot_ev=-115810.01476
Br 9.176 7.535 9.185 -0.2 -0.2 -0.2 0.351
O 9.620 12.565 13.672 0.0 -0.1 -0.4 -0.078
H 10.123 11.812 14.004 0.3 -0.2 0.3 -0.003
H 8.866 12.091 13.285 -0.2 0.1 0.2 -0.004
O 12.932 6.679 9.473 0.5 0.0 0.5 -0.064
H 12.927 6.715 10.443 -0.1 0.0 -0.4 0.045
H 12.127 7.130 9.207 -0.4 0.0 0.0 -0.025
O 10.805 12.163 6.995 0.5 -0.6 1.3 -0.096
H 10.022 12.613 7.353 0.3 0.0 0.3 0.001
H 11.207 11.762 7.826 -0.7 0.6 -1.5 0.051
O 13.126 9.996 12.474 1.3 -0.3 -0.6 -0.085
H 12.474 10.587 12.072 -0.4 0.6 -0.2 -0.012
H 13.919 10.145 11.916 -0.7 -0.2 0.6 0.075
O 7.473 6.012 11.592 -0.8 1.1 -2.6 -0.131
H 8.241 5.814 12.103 1.2 -0.2 0.4 -0.021
H 7.795 6.382 10.681 -0.5 -0.9 2.4 -0.055
O 9.801 6.289 13.544 -0.8 -0.8 -0.6 -0.023
H 10.555 6.784 13.259 0.8 0.8 -1.0 0.011
H 9.764 6.487 14.457 -0.2 0.0 1.7 0.037
O 11.599 9.880 9.416 3.0 -0.3 -1.3 -0.102
H 12.243 9.502 8.701 -1.1 1.0 1.4 0.073
H 10.796 9.488 9.142 -1.8 -0.8 -0.5 -0.078
O 6.688 12.081 9.899 0.0 1.3 1.3 -0.060
H 6.990 11.917 10.816 -0.4 -0.3 -0.7 0.044
H 6.513 11.253 9.465 0.3 -0.7 -0.3 -0.012
O 7.266 5.109 6.802 1.2 0.4 1.0 -0.094
H 7.963 5.366 7.467 -0.9 -0.4 -0.9 0.028
H 6.445 5.334 7.268 -0.2 0.2 -0.2 0.004
O 8.646 10.575 5.537 -0.2 0.7 0.1 -0.070
H 9.254 9.858 5.747 0.4 -0.6 0.1 -0.001
H 9.215 11.360 5.639 -0.2 -0.4 0.1 0.035
O 11.393 11.830 11.304 1.1 -0.5 -1.4 -0.027
H 10.905 11.253 10.705 0.3 0.0 -0.2 0.023
H 10.815 12.027 12.007 -1.4 0.8 1.8 -0.017
O 4.841 6.401 7.807 0.7 1.5 0.9 -0.080
H 4.146 6.749 7.256 -0.4 -0.1 -0.5 0.031
H 5.111 7.245 8.297 -0.3 -1.4 -0.3 0.038
O 10.246 8.161 6.166 0.0 -0.2 0.3 -0.123
H 9.612 7.634 5.644 0.0 0.2 -0.5 -0.002
H 9.985 7.877 7.061 0.3 0.3 0.0 -0.120
O 8.094 7.149 4.843 0.7 -0.9 -0.1 -0.049
H 7.445 7.841 4.855 -0.6 0.4 0.2 0.043
H 7.795 6.419 5.421 -0.4 0.2 0.0 0.024
O 10.802 8.205 11.812 1.0 0.4 -0.6 -0.144
H 10.310 7.976 10.993 -0.2 -0.1 0.4 -0.134
H 11.585 8.667 11.423 -0.6 -0.2 0.6 0.026
O 9.053 13.268 9.025 0.4 0.3 -0.2 -0.063
H 9.483 13.330 9.888 -0.2 -0.1 -0.2 0.037
H 8.124 13.026 9.161 0.0 -0.3 0.4 0.005
O 13.276 8.704 7.285 -0.7 1.1 -0.6 -0.064
H 12.678 8.294 6.615 0.7 -0.1 1.1 0.062
H 13.772 8.113 7.851 -0.3 -0.9 -0.3 0.024
O 7.373 10.123 8.129 -0.5 0.5 -1.1 -0.119
H 7.677 10.350 7.200 -0.1 -0.4 1.0 0.057
H 7.894 9.388 8.464 0.6 -0.3 -0.2 -0.102
O 5.181 8.815 9.346 1.6 0.8 0.9 -0.095
H 5.856 9.289 8.791 -0.6 -0.3 0.0 0.014
H 5.618 8.924 10.238 -0.9 -0.5 -1.2 0.077
O 11.005 9.968 14.120 1.0 -0.9 -0.2 -0.081
H 11.967 9.755 13.994 -0.9 0.7 0.3 0.042
H 10.661 9.326 13.473 -0.4 0.3 0.0 0.000
O 7.317 8.021 13.636 0.1 -1.8 -1.3 -0.096
H 8.129 7.470 13.706 0.0 0.9 0.4 0.016
H 6.986 7.453 12.871 -0.2 1.0 0.8 0.054
O 7.872 10.578 12.668 0.3 -1.5 -0.6 -0.088
H 8.510 10.095 12.086 -0.5 0.7 0.5 0.056
H 7.485 9.780 13.129 0.3 0.8 -0.1 0.034